{
  "formula": "C2H4S3",
  "method": "wB97M-V/def2-TZVPD",
  "e_tot_ev": -34641.8868,
  "elements": ["C", "C", "S", "S", "S", "H", "H", "H", "H"],
  "positions_angstrom": [[-0.61584, 0.15712, -0.30847], [0.84569, -0.66062, 0.85047], [-2.28633, -0.54135, -0.32737], [-0.82766, -0.65169, -1.93140], [-0.56417, 1.89984, -0.13770], [1.60500, -0.59616, 0.07614], [0.37144, -1.56500, 1.05233], [0.97346, -0.01127, 1.61456], [0.49841, 1.96912, -0.88856]],
  "atomic_forces_ev_per_a": [[1.8, -2.2, 1.8], [-3.0, 1.1, -5.4], [1.5, -0.2, -0.7], [-0.8, 0.4, 1.6], [-0.7, 0.5, 0.1], [0.1, -0.5, 0.3], [-0.2, -1.6, 0.3], [0.2, 1.9, 2.4], [1.0, 0.5, -0.5]]
}